ORCA calculation (the ωB97M-V functional and the def2-TZVPD basis) on a structure of composition C26H70N4O18Y at a distorted geometry.

Computed properties:
* HOMO-LUMO gap: 7.98 eV
* HOMO: -11.184 eV
* net charge: +1
* lowest unoccupied orbital energy: -3.2 eV

Geometry as XYZ:
```
119
Properties=species:S:1:pos:R:3:forces:R:3:mulliken_charge:R:1
Y -1.004 -3.209 0.023 -1.4 2.2 -0.9 1.17
O 1.916 -6.300 0.831 -0.2 0.2 0.0 -0.65
O -2.430 -4.462 -1.615 0.4 -1.4 -0.3 -0.64
O -6.556 2.669 2.358 0.0 0.2 -0.6 -0.31
O 3.247 -2.666 2.795 -0.6 0.0 -0.5 -0.06
O -0.526 -2.398 -2.102 0.3 0.4 -0.4 0.23
O 0.464 -1.312 0.392 1.8 0.8 -0.2 -0.09
O -3.229 -2.680 -0.764 -0.4 0.9 0.7 -0.69
O 0.813 -3.641 1.784 -0.4 -0.5 -0.1 -0.21
O -4.509 -3.843 -2.223 0.1 0.1 -0.3 -0.47
O -5.156 1.274 -1.742 0.0 -0.2 0.2 -0.61
O -0.522 -0.011 5.306 -0.2 0.4 0.0 -0.59
O 1.120 2.449 4.620 0.4 -0.1 0.2 -0.58
O -1.572 -0.813 0.534 -1.7 0.8 -0.1 -0.90
O -3.147 3.589 -1.664 -0.3 -0.2 -0.2 -0.43
O 1.164 4.387 -0.787 -0.3 0.1 0.2 -0.72
O 1.096 4.769 -3.439 -0.1 -0.2 0.5 -0.50
O -0.118 0.912 0.256 -0.9 -0.6 -0.1 0.58
O 1.387 0.903 -4.318 -0.2 -0.3 0.1 -0.47
N 5.134 -0.478 0.431 -0.5 -0.3 -0.7 -0.37
N 2.652 1.762 -0.853 -0.2 -1.0 -1.1 -0.61
N 0.540 -4.652 -0.995 0.6 -0.6 -1.5 -0.13
N -4.974 4.053 0.537 -0.4 -0.2 0.2 -0.61
C 2.696 1.387 -2.303 -0.3 -0.2 -0.1 0.50
C 3.431 0.160 2.059 -0.4 0.4 -0.1 -0.71
C -0.132 4.491 -1.360 -0.3 -0.2 -0.2 0.40
C 1.319 1.252 -2.950 -0.6 1.0 0.1 1.09
C -3.394 -3.666 -1.542 1.5 0.2 1.2 0.93
C -3.509 2.769 -2.777 0.3 0.1 0.9 -0.58
C -5.229 2.958 2.731 -0.3 -0.3 1.2 -0.98
C -4.383 3.096 1.487 0.2 -0.1 -0.1 1.05
C 2.246 -5.659 2.058 0.5 -0.1 0.2 -0.36
C 1.400 -3.690 -1.712 2.0 1.4 0.8 1.31
C -7.475 2.597 3.420 -0.2 -0.5 -0.3 -0.80
C 2.692 -4.258 -2.296 -0.7 -1.2 -1.0 -1.64
C -1.330 -1.583 -2.962 -0.8 0.0 -0.4 -1.10
C -0.409 -0.381 0.408 0.2 -3.0 0.1 0.76
C -2.944 3.496 1.784 -0.3 0.5 -0.2 -0.83
C 0.655 -2.873 -2.744 0.0 -0.6 -0.2 -0.65
C 3.993 -2.283 1.651 0.8 -0.4 -0.3 -0.50
C 4.497 -0.849 1.695 1.1 0.4 0.2 0.12
C 4.019 -2.837 3.972 0.5 0.4 -0.1 -1.11
C 1.128 -4.804 2.584 -0.3 0.0 0.2 -0.67
C 1.939 1.894 -5.151 0.4 0.4 -0.7 -0.70
C -3.867 1.361 -2.290 0.6 0.9 -1.6 0.07
C -0.015 5.229 -2.688 -0.4 0.1 0.0 -0.58
C 0.425 1.571 3.759 -0.1 0.7 -0.3 0.18
C 3.505 0.113 -2.543 -0.3 0.1 -0.2 -1.25
C 0.375 0.143 4.219 0.4 -0.5 0.1 0.19
H -2.476 2.814 2.491 0.1 0.1 0.1 0.04
H 1.343 3.461 -0.571 0.4 0.2 0.0 0.32
H 1.259 -2.053 -3.144 0.0 0.2 0.4 0.19
H -0.861 5.026 -0.741 0.3 0.1 0.2 0.38
H 0.642 0.525 -2.490 0.5 -0.4 0.3 -0.80
H 1.393 -0.131 4.529 0.0 0.0 0.0 0.25
H 0.216 -5.392 2.712 0.0 0.0 -0.3 0.58
H -2.624 2.776 -3.420 0.0 -0.3 0.0 0.34
H -0.559 2.006 3.553 -0.3 -0.4 0.1 0.08
H -4.897 2.154 3.411 0.3 0.0 -0.3 0.44
H 0.113 -0.523 3.388 -0.2 0.1 -0.1 -0.13
H 1.733 4.565 -2.731 0.2 0.1 -0.3 0.35
H 3.141 -5.043 1.939 0.0 0.0 0.0 0.20
H -0.690 -0.940 5.477 0.1 0.0 0.0 0.32
H 0.435 -3.479 -3.634 -0.5 -0.1 0.2 0.42
H 1.451 -2.943 2.030 -0.1 0.0 -0.1 0.00
H 1.395 2.842 -5.151 -0.2 -0.1 0.4 0.24
H 2.467 -4.809 -3.222 0.0 0.2 -0.1 0.48
H -5.185 3.856 3.372 0.0 0.2 -0.4 0.40
H 0.384 -5.337 -1.740 -0.9 -0.2 0.5 0.35
H 4.511 0.312 -2.179 0.1 -0.5 -0.1 0.53
H -1.016 1.288 0.127 0.5 0.5 0.2 -0.30
H 3.773 1.188 1.923 0.4 -0.1 0.4 0.63
H 3.205 2.213 -2.804 0.0 0.0 -0.1 0.24
H -8.389 2.170 3.008 0.0 0.1 0.0 0.25
H 1.903 1.198 -0.453 0.1 0.0 0.1 -0.12
H 4.430 -1.878 4.300 -0.3 0.0 0.3 0.30
H 0.059 6.304 -2.494 0.2 0.0 0.0 0.28
H 2.986 2.105 -4.914 0.0 0.0 0.1 0.29
H 3.438 -2.442 0.718 -0.6 0.1 0.4 -0.24
H 3.124 -5.051 -1.684 0.2 0.5 0.4 0.35
H -5.965 3.830 0.438 0.1 -0.2 -0.1 0.27
H 3.486 -0.167 -3.598 0.3 0.3 -0.1 0.43
H -7.721 3.581 3.825 0.2 0.0 0.2 0.30
H 1.781 -2.972 -0.969 -0.5 0.1 0.1 -0.79
H 5.407 -1.256 -0.154 0.0 -0.1 0.1 0.21
H 5.926 0.141 0.516 0.0 0.0 0.3 0.24
H -3.882 3.604 -1.017 0.0 0.5 -0.1 0.39
H 2.693 -6.768 0.509 0.0 -0.1 0.0 0.33
H 3.505 1.291 -0.549 -0.1 0.4 0.7 0.29
H -5.044 -3.040 -2.119 -0.1 -0.1 0.1 0.36
H 1.939 1.530 -6.179 -0.2 -0.2 0.1 0.34
H 4.830 -2.995 1.582 0.2 0.3 -0.1 0.64
H 1.104 -5.170 -0.309 0.1 0.1 -0.1 0.33
H -4.332 3.172 -3.377 -0.1 0.1 0.2 0.32
H -0.750 -0.812 -3.472 0.2 -0.1 0.2 0.48
H -0.935 5.075 -3.255 0.1 0.0 -0.1 0.31
H -0.578 3.497 -1.482 0.1 0.0 -0.2 -0.37
H 3.397 -3.477 -2.567 0.1 0.0 0.3 0.33
H 2.567 0.145 1.388 0.0 -0.6 0.1 -0.53
H 3.096 0.017 3.086 0.0 0.1 0.0 0.26
H 3.053 -0.755 -2.047 0.1 0.2 0.5 -0.06
H 0.959 1.618 2.807 0.1 -0.1 0.0 -0.10
H 5.295 -0.828 2.449 -0.3 0.1 0.3 0.37
H 0.911 2.279 5.544 -0.3 -0.1 -0.1 0.37
H -2.126 -1.137 -2.371 0.2 0.0 0.2 0.15
H -7.118 1.893 4.179 0.0 0.3 0.2 0.32
H 4.902 -3.470 3.820 -0.3 -0.3 -0.2 0.38
H -5.167 1.682 -0.869 0.0 0.0 0.0 0.29
H -2.377 3.540 0.851 0.0 -0.2 0.0 -0.26
H -4.317 2.109 1.009 -0.3 0.0 -0.1 -0.09
H -1.809 -2.213 -3.719 0.2 -0.1 0.0 0.34
H 2.452 -6.423 2.815 0.0 0.1 0.1 0.43
H -2.934 4.527 2.151 0.1 -0.1 0.3 0.48
H 3.361 -3.276 4.716 0.1 0.1 0.1 0.34
H -5.026 4.963 0.997 0.4 0.1 -0.2 0.28
H 0.770 2.198 -2.832 0.2 0.1 -0.1 -0.04
H 1.411 -4.477 3.585 0.0 0.1 0.0 0.30
H -3.848 0.786 -3.224 -0.2 -0.5 0.3 0.43
H -3.043 1.039 -1.644 -0.3 -0.3 0.3 -0.18
```
Positions in Å, forces in eV/Å.